# C41H34Br2F9N3O10RbS3Sb

A structure of composition C41H34Br2F9N3O10RbS3Sb (the ωB97M-V functional and the def2-TZVPD basis, the Open Molecules 2025 dataset).

Properties
* E_LUMO: 3.65 eV
* charge: -2
* gap between HOMO and LUMO: 7.426 eV
* total energy: -10005.34722 Eh

CARTESIAN COORDINATES (ANGSTROEM)
Rb: -0.02 -0.10 0.79
O: -2.72 -1.70 -0.84
C: -2.55 -1.42 -2.21
C: -3.78 -0.67 -2.70
C: -3.94 0.67 -1.97
C: -2.90 1.68 -2.38
C: -2.97 2.34 -3.60
C: -2.00 3.26 -3.93
C: -0.98 3.49 -3.02
C: -0.97 2.78 -1.83
N: -1.90 1.88 -1.50
H: -1.97 -2.22 -0.53
H: -2.43 -2.34 -2.80
H: -1.65 -0.80 -2.36
H: -4.66 -1.28 -2.52
H: -3.69 -0.51 -3.78
H: -3.82 0.49 -0.90
H: -4.94 1.07 -2.14
H: -3.79 2.14 -4.27
H: -2.03 3.79 -4.87
H: -0.19 4.19 -3.24
H: -0.19 2.91 -1.11
F: -2.04 -4.45 1.30
C: -0.98 -4.40 2.10
F: -1.34 -4.94 3.27
F: 0.00 -5.14 1.60
S: -0.41 -2.63 2.38
O: -1.53 -1.78 2.01
O: 0.83 -2.36 1.70
N: -0.09 -2.66 3.93
S: -1.12 -2.17 5.02
O: -2.48 -2.58 4.84
O: -0.51 -2.33 6.31
C: -1.14 -0.30 4.74
F: -2.33 0.12 4.34
F: -0.23 0.03 3.82
F: -0.83 0.34 5.88
C: 6.10 -1.56 -3.44
C: 5.23 -2.13 -2.53
C: 4.22 -1.37 -1.96
C: 4.06 -0.03 -2.30
C: 4.95 0.53 -3.22
C: 5.96 -0.23 -3.79
Sb: 2.45 1.11 -1.41
C: 3.66 2.88 -1.17
C: 3.13 4.16 -1.31
C: 3.88 5.29 -1.02
C: 5.19 5.15 -0.56
C: 5.72 3.88 -0.39
C: 4.96 2.76 -0.68
C: 1.69 1.57 -3.39
C: 2.11 2.62 -4.21
C: 1.56 2.79 -5.48
C: 0.59 1.92 -5.94
C: 0.17 0.87 -5.14
C: 0.71 0.70 -3.88
H: 6.89 -2.16 -3.88
H: 5.32 -3.18 -2.26
H: 3.53 -1.83 -1.26
H: 4.84 1.57 -3.50
H: 6.64 0.23 -4.50
H: 2.10 4.28 -1.64
H: 3.45 6.28 -1.14
H: 5.78 6.03 -0.33
H: 6.73 3.77 -0.01
H: 5.38 1.77 -0.53
H: 2.87 3.31 -3.87
H: 1.89 3.61 -6.10
H: 0.15 2.06 -6.93
H: -0.59 0.18 -5.49
H: 0.38 -0.12 -3.25
F: 0.66 -4.86 -2.85
C: 0.75 -3.53 -2.79
F: 1.85 -3.16 -3.47
F: -0.31 -3.03 -3.46
S: 0.82 -2.95 -1.04
O: 1.99 -3.63 -0.56
O: -0.48 -3.36 -0.54
O: 0.93 -1.50 -1.17
Br: 3.73 -3.64 3.33
C: 3.52 -1.82 2.88
C: 2.90 -0.95 3.75
C: 2.76 0.38 3.35
C: 3.24 0.74 2.10
N: 3.83 -0.11 1.26
C: 3.96 -1.37 1.64
H: 2.49 -1.30 4.69
H: 2.24 1.10 3.95
H: 3.12 1.76 1.75
H: 4.41 -2.06 0.94
Br: -0.90 5.40 2.91
C: -2.08 3.96 2.49
C: -3.42 4.13 2.80
C: -4.32 3.12 2.52
C: -3.86 1.96 1.90
C: -2.53 1.83 1.56
C: -1.59 2.82 1.88
C: -0.09 2.58 1.67
O: 0.58 2.48 2.71
O: 0.31 2.45 0.49
H: -3.75 5.05 3.26
H: -5.36 3.23 2.78
H: -4.55 1.15 1.68
H: -2.21 0.92 1.07

=====

# C41H34FN3O2OsS

A structure of composition C41H34FN3O2OsS (the ωB97M-V functional and the def2-TZVPD basis, the Open Molecules 2025 dataset).

Properties
* E_LUMO (spin up / spin down): 0.07 / -1.96 eV
* expectation value of S²: 6.0797
* spin multiplicity: 5
* gap between HOMO and LUMO (spin up / spin down): 6.576 / 4.965 eV
* total energy: -2486.20262 Eh

CARTESIAN COORDINATES (ANGSTROEM)
Os: 0.57 -0.95 0.01
C: 1.20 -2.59 -4.84
C: 0.15 -1.98 -4.21
N: 1.30 -1.50 -1.99
C: 2.13 -2.71 -1.81
C: 2.64 -3.44 -2.89
C: 2.32 -3.21 -4.28
C: 3.48 -4.53 -2.62
C: 3.73 -4.94 -1.33
C: 3.20 -4.23 -0.26
C: 2.45 -3.07 -0.48
N: 1.93 -2.26 0.52
C: 2.31 -2.18 1.85
C: 3.47 -2.65 2.44
C: 3.69 -2.48 3.82
C: 2.80 -1.84 4.63
C: 1.63 -1.28 4.06
C: 0.68 -0.53 4.79
C: -0.41 -0.01 4.16
C: -0.56 -0.20 2.77
N: 0.32 -0.86 2.05
C: 1.40 -1.44 2.68
H: 1.11 -2.68 -5.92
H: -0.69 -1.67 -4.82
H: 2.99 -3.71 -4.98
H: 3.90 -5.08 -3.46
H: 4.33 -5.82 -1.14
H: 3.36 -4.57 0.75
H: 4.23 -3.13 1.84
H: 4.61 -2.87 4.25
H: 2.98 -1.72 5.69
H: 0.84 -0.37 5.85
H: -1.14 0.59 4.68
H: -1.41 0.21 2.24
S: 0.23 1.88 -3.61
C: -1.15 2.86 -3.41
C: -2.44 2.39 -3.75
C: -3.54 3.21 -3.61
C: -3.39 4.51 -3.14
C: -2.13 4.99 -2.80
C: -1.02 4.18 -2.93
H: -2.54 1.38 -4.14
H: -4.52 2.84 -3.88
H: -4.26 5.14 -3.03
H: -2.02 6.00 -2.43
H: -0.03 4.54 -2.66
F: -3.92 -4.42 0.04
C: -2.97 -3.75 -0.64
C: -3.16 -2.41 -0.89
C: -2.17 -1.72 -1.59
C: -1.02 -2.37 -2.02
C: 0.04 -1.58 -2.78
C: -0.88 -3.74 -1.77
C: -1.85 -4.43 -1.08
H: -4.05 -1.91 -0.54
H: -2.29 -0.66 -1.78
H: -0.27 -0.54 -2.81
H: 1.87 -0.78 -2.43
H: 0.00 -4.27 -2.13
H: -1.76 -5.49 -0.87
C: -1.60 4.88 4.59
C: -1.17 4.16 3.34
C: -2.10 3.79 2.37
C: -1.74 3.04 1.26
C: -2.83 2.76 0.25
C: -0.40 2.64 1.10
C: 0.56 3.05 2.04
C: 2.03 2.68 1.97
C: 0.15 3.80 3.14
C: 0.00 1.59 0.09
O: 1.16 1.51 -0.33
O: -0.86 0.67 -0.18
H: -2.60 5.29 4.49
H: -0.91 5.70 4.83
H: -1.59 4.20 5.45
H: -3.14 4.09 2.49
H: -3.78 2.56 0.77
H: -2.60 1.92 -0.39
H: -2.98 3.64 -0.38
H: 2.50 3.12 1.09
H: 2.17 1.61 1.89
H: 2.54 3.04 2.87
H: 0.90 4.10 3.87